Record 1
# C5H11O3

2 unconnected molecules or ions with the total composition C5H11O3 (the ωB97M-V functional and the def2-TZVPD basis, OMol25).

Values from the calculation:
HOMO level: -4.46 eV
electronic energy: -422.83181 Eh
net charge: -1
frontier orbital gap: 8.46 eV

Last column: Löwdin charge in e.
Positions of all 19 atoms, in Å:
C1 1.348 2.701 -2.421  -0.055
C2 0.930 1.727 -1.228  -0.698
O1 1.866 1.291 -0.531  -0.079
O2 -0.298 1.854 -0.795  -0.144
H1 0.344 2.887 -3.061  0.103
H2 2.285 2.332 -2.730  0.025
H3 1.402 3.654 -1.884  0.047
C3 -0.625 -0.969 1.351  -0.512
C4 -1.620 -2.031 1.726  -0.100
C5 0.581 -1.610 0.573  -0.048
O3 -1.402 -0.139 0.516  -0.129
H4 -0.406 -0.260 2.205  0.143
H5 -2.443 -1.880 1.046  0.054
H6 0.187 -1.922 -0.580  0.156
H7 1.353 -0.880 0.496  0.029
H8 0.851 -2.464 1.082  0.011
H9 -0.837 0.387 -0.111  0.031
H10 -2.235 -1.610 2.643  0.105
H11 -1.283 -3.067 1.702  0.061


Record 2
# C48H53BN4O4PdSi

A molecular structure, C48H53BN4O4PdSi (the ωB97M-V functional and the def2-TZVPD basis, OMol25).

Values from the calculation:
HOMO level: -6.69 eV
electronic energy: -2823.25645 Eh
frontier orbital gap: 6.62 eV

Last column: Löwdin charge in e.
Positions of all 112 atoms, in Å:
Pd1 -0.241 0.223 0.351  0.504
C1 -0.389 0.113 2.620  -0.134
Si1 0.911 1.515 2.204  0.655
C2 2.497 1.041 1.277  -0.225
N1 2.301 0.426 -0.050  -0.211
C3 2.226 1.418 -1.143  -0.200
C4 3.389 1.324 -2.130  -0.186
C5 4.715 1.185 -1.389  -0.184
C6 4.706 -0.062 -0.479  -0.166
C7 3.288 -0.617 -0.324  -0.197
C8 1.620 1.844 3.950  -0.229
C9 1.397 3.022 4.664  -0.086
C10 1.870 3.187 5.961  -0.092
C11 2.583 2.170 6.577  -0.101
C12 2.815 0.986 5.891  -0.089
C13 2.337 0.829 4.598  -0.099
C14 0.212 3.203 1.745  -0.268
C15 -1.145 3.495 1.901  -0.102
C16 -1.643 4.771 1.673  -0.086
C17 -0.788 5.789 1.272  -0.089
C18 0.564 5.522 1.109  -0.094
C19 1.055 4.243 1.347  -0.107
H1 -1.445 0.345 2.444  0.064
H2 -0.244 0.097 3.701  0.088
H3 2.989 0.311 1.924  0.080
H4 3.185 1.903 1.237  0.091
H5 2.232 2.419 -0.694  0.103
H6 1.275 1.320 -1.680  0.089
H7 3.384 2.214 -2.764  0.109
H8 3.249 0.470 -2.800  0.108
H9 4.876 2.085 -0.788  0.106
H10 5.542 1.138 -2.099  0.103
H11 5.100 0.192 0.507  0.102
H12 5.356 -0.845 -0.876  0.108
H13 3.239 -1.346 0.484  0.107
H14 2.983 -1.147 -1.231  0.112
H15 0.846 3.836 4.205  0.093
H16 1.679 4.113 6.490  0.099
H17 2.953 2.297 7.587  0.098
H18 3.365 0.182 6.365  0.100
H19 2.509 -0.118 4.094  0.097
H20 -1.826 2.707 2.204  0.100
H21 -2.700 4.973 1.804  0.106
H22 -1.174 6.784 1.089  0.103
H23 1.240 6.314 0.808  0.103
H24 2.120 4.063 1.238  0.100
O1 -0.849 -2.362 1.714  0.146
B1 0.029 -1.278 2.020  -0.711
O2 1.345 -1.799 2.208  0.125
C20 1.271 -3.119 1.862  -0.209
C21 2.288 -4.040 1.790  -0.005
C22 1.944 -5.337 1.398  -0.101
C23 0.631 -5.671 1.097  -0.101
C24 -0.395 -4.724 1.175  0.002
C25 -0.047 -3.452 1.563  -0.211
H25 3.307 -3.768 2.031  0.116
H26 2.716 -6.092 1.329  0.096
H27 0.395 -6.683 0.796  0.096
H28 -1.422 -4.974 0.944  0.116
C26 -4.179 7.647 -2.777  -0.044
C27 -3.351 6.435 -2.452  -0.252
C28 -3.928 5.313 -1.873  -0.003
C29 -3.180 4.190 -1.539  -0.192
C30 -3.894 3.020 -0.919  -0.025
C31 -1.798 4.209 -1.792  -0.116
C32 -0.925 3.090 -1.391  -0.175
O3 -1.305 2.043 -0.903  -0.019
C33 -1.198 5.327 -2.400  -0.205
C34 0.276 5.384 -2.725  -0.036
C35 -1.987 6.421 -2.719  -0.007
H29 -5.242 7.409 -2.792  0.077
H30 -3.904 8.064 -3.746  0.081
H31 -4.023 8.428 -2.029  0.087
H32 -4.995 5.305 -1.683  0.117
H33 -4.971 3.178 -0.964  0.082
H34 -3.601 2.902 0.127  0.081
H35 -3.642 2.079 -1.404  0.060
H36 0.153 3.253 -1.537  0.100
H37 0.887 5.343 -1.822  0.072
H38 0.504 6.315 -3.242  0.078
H39 0.587 4.562 -3.372  0.083
H40 -1.528 7.284 -3.189  0.119
C36 -1.548 3.149 -6.767  -0.050
C37 -2.464 2.047 -6.305  -0.277
C38 -2.774 0.969 -7.124  -0.042
C39 -3.590 -0.060 -6.680  -0.027
C40 -4.133 -0.025 -5.401  -0.262
N2 -4.971 -1.097 -5.010  0.128
C41 -5.383 -1.469 -3.748  -0.531
O4 -6.479 -1.955 -3.556  0.073
N3 -4.495 -1.288 -2.702  0.136
C42 -3.091 -1.375 -2.689  -0.217
C43 -2.317 -1.859 -3.734  -0.003
C44 -0.942 -1.892 -3.577  -0.039
C45 -0.382 -1.457 -2.389  -0.123
N4 -1.121 -1.007 -1.375  0.014
C46 -2.439 -0.970 -1.526  -0.071
C47 -3.851 1.059 -4.577  -0.012
C48 -3.023 2.072 -5.031  -0.023
H41 -1.411 3.121 -7.847  0.074
H42 -0.563 3.060 -6.304  0.080
H43 -1.946 4.129 -6.501  0.078
H44 -2.367 0.924 -8.128  0.111
H45 -3.806 -0.902 -7.329  0.115
H46 -5.624 -1.420 -5.707  0.152
H47 -4.951 -1.445 -1.815  0.152
H48 -2.773 -2.213 -4.647  0.114
H49 -0.308 -2.265 -4.369  0.109
H50 0.689 -1.472 -2.229  0.102
H51 -3.011 -0.604 -0.680  0.122
H52 -4.287 1.119 -3.590  0.106
H53 -2.818 2.911 -4.375  0.107


Record 3
# C10H8O2

A single C10H8O2 molecule (the ωB97M-V functional and the def2-TZVPD basis, OMol25).

Values from the calculation:
HOMO level: -8.63 eV
electronic energy: -536.30360 Eh
SMILES: C/C=C1/OC(=O)c2ccccc21
frontier orbital gap: 8.49 eV

Last column: Löwdin charge in e.
Positions of all 20 atoms, in Å:
C1 -3.084 -0.440 -0.007  -0.093
C2 -2.284 0.854 0.205  -0.015
C3 -0.941 0.966 -0.096  -0.201
O1 -0.372 2.255 -0.128  0.084
C4 1.021 2.188 -0.039  -0.428
O2 1.747 3.095 0.003  0.185
C5 1.356 0.778 -0.062  -0.112
C6 2.621 0.347 -0.046  -0.030
C7 2.754 -0.980 0.115  -0.064
C8 1.584 -1.809 0.008  -0.058
C9 0.281 -1.343 -0.229  -0.006
C10 0.136 0.046 -0.129  -0.092
H1 -2.568 -1.329 -0.374  0.053
H2 -3.706 -0.708 0.821  0.052
H3 -3.904 -0.170 -0.778  0.104
H4 -2.959 1.737 0.424  0.132
H5 3.439 1.089 0.091  0.152
H6 3.704 -1.531 0.207  0.114
H7 1.662 -2.914 0.093  0.110
H8 -0.487 -2.133 -0.079  0.114